145
Properties=species:S:1:pos:R:3:forces:R:3 method="wB97M-V/def2-TZVPD" gap_ev=4.6 smiles="C#Cc1c(CC[C@H](C)CCC=C(C)C)c([C@H](Br)CC)c(P(=O)(O)O)c2c1C(=O)N(CC(=O)N(C)C)C2=O.COCCNCCOC.COCCNCCOC.COCCNCCOC" fmax_ev_per_a=10.0
C 3.87142 0.31563 5.87035 0.87 -3.71 -9.21
C 3.99024 -0.12356 4.53314 -0.66 2.01 7.35
C 4.11348 -0.75185 3.02206 0.69 -1.57 -1.37
C 3.93343 0.13228 1.61297 1.14 -2.26 0.60
C 3.57353 1.72533 1.85167 -1.08 -0.36 -0.53
C 1.92181 1.83867 1.71103 0.00 -0.07 0.83
C 1.15852 2.25029 3.10171 -1.84 -1.07 -0.30
C 0.78913 0.89650 4.01183 0.68 -0.18 -0.03
C -0.33206 2.85160 2.63827 0.02 -0.71 0.03
C -1.07424 1.81597 1.57276 -0.52 0.42 -2.25
C -2.67721 2.16769 1.33574 -0.39 -1.58 -0.25
C -3.56481 0.98326 1.05005 -0.18 0.77 0.42
C -4.34534 0.24652 2.32516 -0.36 0.54 -1.77
C -3.80687 0.31090 -0.42537 1.30 -1.38 0.40
C 4.10026 -0.56921 0.10244 0.35 -1.59 2.40
C 3.97161 0.33449 -1.29899 -0.83 -1.97 -0.16
Br 5.43488 1.75499 -1.41395 -1.30 -1.10 0.25
C 2.46897 0.93813 -1.55170 0.25 0.72 -0.79
C 1.23680 -0.09306 -1.22333 -0.40 0.72 -0.32
C 4.39914 -2.21236 -0.01883 -0.78 1.57 4.72
P 4.54438 -3.17207 -1.66288 4.21 0.53 -3.93
O 5.93172 -2.76850 -2.37752 -5.39 -1.10 3.34
O 4.44473 -4.90484 -1.52755 0.62 3.33 0.24
O 3.25633 -2.72284 -2.80259 0.64 -1.82 3.77
C 4.56322 -3.00769 1.39861 -0.36 2.05 1.60
C 4.45841 -2.34533 2.89226 -0.29 2.46 -3.02
C 4.69597 -3.52417 4.02814 0.85 1.31 3.51
O 5.12615 -3.42539 5.29423 -3.17 -0.87 -8.57
N 4.34862 -4.75468 3.22626 0.75 1.60 0.36
C 3.02972 -5.43249 3.44319 -0.25 -1.50 -0.32
C 1.69322 -4.50877 3.32206 -2.18 5.25 1.44
O 1.50756 -3.26666 3.77017 2.30 -7.14 -2.41
N 0.45752 -5.16122 2.66592 0.53 1.81 1.87
C 0.07840 -4.33700 1.45606 0.22 0.64 -1.14
C -0.62203 -4.98313 3.75401 -0.52 0.15 1.50
C 4.86053 -4.55097 1.82110 1.76 -3.95 -2.12
O 5.47731 -5.57835 1.23968 -3.98 6.69 3.05
H 3.77555 0.46905 7.03289 0.28 -0.30 -3.14
H 3.86840 2.13705 2.90712 -0.29 -1.31 -1.94
H 4.02259 2.45347 1.05696 -0.50 -1.81 1.35
H 1.50726 0.75865 1.41768 0.77 2.66 0.34
H 1.66123 2.66209 0.91546 0.48 -1.80 1.40
H 1.73270 3.00721 3.78430 -1.02 -1.27 -1.56
H -0.37313 0.75374 4.15611 2.37 0.35 -0.43
H 1.24450 -0.06743 3.48068 -1.10 1.95 1.27
H 1.27647 0.96872 5.07437 -0.95 -0.18 -2.10
H -1.02656 2.90557 3.60514 1.54 0.27 -2.23
H -0.18531 3.88735 2.11212 -0.54 -1.85 1.16
H -0.58532 1.84743 0.48807 -0.39 0.00 2.35
H -1.04293 0.69129 1.91783 0.04 2.38 -0.48
H -3.11976 3.26545 1.33712 0.88 -2.47 1.69
H -5.20076 0.95036 2.70189 1.59 -1.46 -0.21
H -3.53472 -0.02237 3.12505 -1.67 0.85 -1.42
H -4.78554 -0.78250 1.93396 0.68 2.24 0.76
H -4.93005 -0.04738 -0.49013 2.21 0.84 0.38
H -3.14865 -0.67162 -0.58540 -1.36 1.81 0.20
H -3.58735 1.01038 -1.33712 -0.37 -1.10 2.04
H 4.20384 -0.36378 -2.23936 -0.30 1.38 2.43
H 2.36886 2.00017 -1.03666 0.12 -2.46 -0.82
H 2.39926 1.16309 -2.72282 0.29 -0.44 2.57
H 0.26447 0.58920 -1.10113 2.05 -1.66 -0.47
H 1.11075 -0.81872 -2.16004 0.18 1.50 2.24
H 1.33356 -0.68628 -0.21979 0.07 1.03 -1.99
H 5.38730 -5.25765 -1.54606 -1.37 0.78 0.13
H 2.37132 -3.08945 -2.47021 1.62 0.68 -0.63
H 3.08560 -5.99244 4.48343 -0.45 1.41 -2.00
H 2.91903 -6.30098 2.63188 0.29 2.06 1.73
H -0.46737 -5.03713 0.68931 1.27 1.39 1.35
H 1.07182 -3.84421 1.01497 -2.22 -1.27 0.61
H -0.64461 -3.43711 1.67451 1.40 -1.67 -0.07
H -1.04598 -3.86872 3.77267 0.82 -2.46 -0.18
H -0.14496 -5.13580 4.83663 -0.95 0.16 -2.45
H -1.48656 -5.77584 3.66680 1.76 1.65 -0.19
C 5.44631 -4.51744 -4.61188 0.10 -0.21 -0.03
O 5.32517 -5.93179 -4.68930 -0.51 0.07 0.08
C 3.97165 -6.38451 -4.55399 0.24 -0.58 -0.39
C 3.47639 -6.99196 -5.87693 0.28 0.74 0.23
N 3.29537 -5.95532 -6.89663 -0.13 -0.38 -0.08
C 3.05712 -6.49451 -8.24251 0.41 0.38 0.03
C 4.20806 -7.28914 -8.89296 -0.32 0.29 -0.42
O 5.35637 -6.49699 -9.20157 -0.25 -0.48 0.36
C 6.27717 -6.35318 -8.12867 0.12 0.25 -0.34
H 6.51003 -4.26736 -4.59277 -0.16 -0.11 0.07
H 4.99701 -4.04156 -5.48508 -0.14 0.19 -0.05
H 4.98544 -4.13521 -3.69658 0.25 -0.30 -0.97
H 3.30140 -5.59169 -4.19898 0.17 0.03 -0.19
H 3.98121 -7.17307 -3.79384 -0.07 0.03 -0.03
H 2.52394 -7.50163 -5.70468 -0.01 0.02 -0.05
H 4.21325 -7.73304 -6.19924 0.04 -0.23 0.18
H 4.12304 -5.37003 -6.93058 -0.11 -0.08 0.07
H 2.83667 -5.63337 -8.88851 0.06 -0.23 0.02
H 2.15321 -7.11249 -8.22738 0.08 -0.06 0.07
H 3.83766 -7.65911 -9.85653 0.06 0.08 0.07
H 4.48477 -8.17911 -8.31865 0.11 0.11 0.16
H 6.29549 -7.22747 -7.47188 -0.10 0.08 0.02
H 6.04829 -5.45036 -7.55911 0.09 -0.10 0.25
H 7.27660 -6.22238 -8.55452 -0.15 -0.06 -0.04
C -9.18146 1.39093 -2.57875 0.05 -0.29 -0.27
O -8.90469 1.32012 -3.97140 -0.16 0.46 0.32
C -9.00625 2.59142 -4.62620 0.44 -0.20 -0.55
C -7.62214 3.05646 -5.10831 -0.33 -0.17 0.73
N -6.76653 3.42279 -3.97653 0.11 0.05 -0.37
C -5.36333 3.64388 -4.35204 -0.06 -0.35 0.43
C -4.57791 2.42459 -4.87703 0.36 0.44 0.25
O -4.35860 1.41057 -3.89466 -0.30 0.11 -0.49
C -5.41847 0.47183 -3.77178 0.32 -0.07 0.28
H -9.21058 0.37179 -2.18516 0.03 0.08 -0.15
H -8.39676 1.93932 -2.05502 -0.05 0.15 0.17
H -10.15302 1.85909 -2.39666 0.05 0.05 0.07
H -9.48750 3.34782 -3.99368 0.20 -0.15 0.07
H -9.64482 2.44025 -5.50319 0.04 0.04 0.05
H -7.74236 3.92143 -5.76707 0.04 0.00 0.04
H -7.17905 2.23981 -5.68519 -0.15 -0.08 -0.24
H -6.79700 2.68557 -3.28058 -0.04 0.09 -0.11
H -4.85320 4.00867 -3.44972 0.01 -0.09 -0.21
H -5.31139 4.45289 -5.08825 -0.06 -0.10 -0.05
H -3.58043 2.78282 -5.15853 -0.08 -0.06 0.08
H -5.01162 2.00333 -5.78966 -0.16 -0.11 0.11
H -5.94228 0.30478 -4.71721 -0.03 0.12 0.06
H -6.11714 0.79710 -2.99852 -0.24 -0.10 -0.10
H -4.99181 -0.48044 -3.44248 0.05 0.12 -0.06
C -0.99663 6.61355 8.84661 -0.40 -0.06 -0.02
O -2.10191 7.27170 8.24142 0.55 0.20 0.08
C -1.77305 8.57736 7.74909 -0.55 0.00 -0.49
C -1.84143 8.60234 6.21314 0.45 -0.41 0.55
N -0.74578 7.82716 5.62506 -0.24 0.21 -0.22
C -0.89174 7.61303 4.17879 0.09 -0.46 0.28
C -2.08555 6.75366 3.71456 0.46 -0.05 -0.36
O -1.99861 5.38235 4.10613 -0.32 0.59 0.12
C -2.51209 5.10725 5.40240 0.18 -0.34 -0.22
H -1.35975 5.69083 9.30611 -0.06 0.14 -0.09
H -0.24456 6.35290 8.10011 0.23 0.02 0.05
H -0.55102 7.23598 9.62782 0.09 -0.02 -0.04
H -0.79928 8.92663 8.11462 -0.04 -0.22 -0.12
H -2.53588 9.25923 8.14009 0.06 -0.01 -0.04
H -1.77959 9.63815 5.86691 0.03 -0.03 -0.02
H -2.81195 8.19467 5.91661 -0.23 0.15 0.10
H -0.69587 6.92061 6.07721 -0.03 0.14 -0.02
H 0.02956 7.11726 3.84278 -0.22 0.06 -0.04
H -0.92566 8.58384 3.67326 -0.10 -0.01 0.07
H -2.06971 6.74861 2.61809 0.02 -0.05 0.10
H -3.05162 7.18456 3.99650 0.01 -0.06 0.21
H -3.33760 5.77050 5.67578 0.11 0.05 0.01
H -1.71088 5.16741 6.14153 -0.14 0.09 0.22
H -2.88199 4.07748 5.40932 0.02 0.10 -0.11